DFT (wB97M-V/def2-TZVPD) results for 2 unconnected molecules or ions with the total composition C9H13N4S.

LUMO (alpha / beta): -5.39 / -4.99 eV
total charge: +1
HOMO-LUMO gap (alpha / beta): 6.0 / 7.1 eV
HOMO level (alpha / beta): -11.377 / -12.040 eV
electronic energy: -26328.3590 eV
relative energy (zero: lowest compared OMol25 entry of this formula, charge and spin): 85.0 kcal per mole

The geometry in XYZ format:
```
27
C9H13N4S wB97M-V/def2-TZVPD
C 3.53919 -0.21783 1.03555
C 2.96252 -1.40325 0.68047
C 3.08885 0.98918 0.67120
C 1.81854 -1.44167 -0.07140
C 1.94329 1.06504 -0.08364
C 1.28582 -0.22327 -0.56065
C -3.02706 0.25006 0.86473
C -2.34098 -1.69080 -0.53684
C -0.32934 0.73828 -2.03803
N -1.81206 -0.05729 1.11858
N -3.63507 1.30905 1.33748
N 0.14392 -0.31355 -1.23766
N -1.31744 -0.94275 0.20005
S -3.83006 -0.79772 -0.31321
H 4.42113 -0.24308 1.74378
H 3.54100 -2.29708 1.06270
H 3.53850 1.92109 1.02735
H 1.47368 -2.43583 -0.34276
H 1.56020 2.06952 -0.23711
H -2.16568 -1.53223 -1.68311
H -2.46962 -2.67349 -0.35881
H -0.11337 1.75924 -1.74353
H 0.05323 0.99175 -3.05380
H -1.41587 0.56425 -2.33453
H -3.34597 2.11496 1.92651
H -4.62284 1.58330 1.12895
H -0.67674 -1.68919 0.62207
```

Okay, here come the Mulliken numbers, in e, for every atom: C -0.095; C -0.543; C -0.812; C -0.200; C -0.216; C 0.515; C 0.638; C -0.520; C -0.838; N -0.782; N -0.411; N -0.099; N 0.227; S -0.148; H 0.283; H 0.315; H 0.374; H 0.529; H 0.275; H 0.253; H 0.461; H 0.275; H 0.369; H 0.250; H 0.266; H 0.218; H 0.417


DFT (wB97M-V/def2-TZVPD) results for 2 unconnected molecules or ions with the total composition C2H8NS.

LUMO: 3.94 eV
total charge: -1
HOMO-LUMO gap: 6.5 eV
HOMO level: -2.607 eV
electronic energy: -14529.9057 eV
relative energy (zero: lowest compared OMol25 entry of this formula, charge and spin): 4.3 kcal per mole

The geometry in XYZ format:
```
12
C2H8NS wB97M-V/def2-TZVPD
S -0.84643 0.03863 -2.21933
H -1.69690 1.06601 -2.05056
C 1.21584 0.75034 2.13229
C 0.84380 -0.13649 0.94927
N -0.35270 -0.91488 1.12974
H 0.41501 1.45459 2.37722
H 2.09862 1.35320 1.88192
H 1.40167 0.20200 3.06332
H 1.70334 -0.80238 0.77041
H 0.74940 0.53953 0.08970
H -0.77687 -1.15835 0.23292
H -0.95622 -0.57877 1.85841
```

Okay, here come the Mulliken numbers, in e, for every atom: S -0.886; H -0.050; C -1.193; C -0.051; N -0.523; H 0.339; H 0.324; H 0.294; H 0.154; H 0.206; H 0.226; H 0.161


DFT (wB97M-V/def2-TZVPD) results for a gas-phase ion, C6H14P (charge +1).

LUMO: -2.68 eV
total charge: +1
HOMO-LUMO gap: 11.6 eV
HOMO level: -14.290 eV
electronic energy: -15728.9509 eV
relative energy (zero: lowest compared OMol25 entry of this formula, charge and spin): 68.9 kcal per mole

The geometry in XYZ format:
```
21
C6H14P wB97M-V/def2-TZVPD
C -0.83046 2.96466 0.11641
C 0.24678 2.31087 0.53234
C -1.43805 -0.56637 -0.74060
C 0.99157 -1.99464 -0.94931
C 0.04884 -0.92806 1.67545
C 1.16862 0.94302 -0.39621
P 0.25247 -0.55408 -0.08054
H -1.41127 3.71891 0.64391
H -1.16362 2.72919 -0.85913
H 0.62883 2.40261 1.47416
H -1.49117 -0.47137 -1.89699
H -2.07002 0.14700 -0.11583
H -1.88443 -1.51019 -0.65026
H 0.36374 -2.88412 -1.06268
H 1.81162 -2.34060 -0.40118
H 1.09373 -1.82199 -1.93710
H -0.42846 -1.96548 1.82797
H -0.59727 -0.05788 2.02779
H 0.94036 -1.15303 2.06718
H 2.12430 0.91562 0.00562
H 0.89584 1.36681 -1.43833
```

Okay, here come the Mulliken numbers, in e, for every atom: C -0.570; C -0.323; C -1.258; C -1.360; C -1.217; C -0.798; P 1.118; H 0.285; H 0.258; H 0.437; H 0.367; H 0.331; H 0.460; H 0.401; H 0.407; H 0.468; H 0.365; H 0.361; H 0.487; H 0.417; H 0.365


DFT (wB97M-V/def2-TZVPD) results for a single C9H10I2O3P2S molecule.

SMILES: C[C@@H](I)[C@@H](I)C1=C([PH2]=S)C(=O)C=C([PH2]=O)C1=O
LUMO: -2.27 eV
total charge: 0
HOMO-LUMO gap: 6.5 eV
HOMO level: -8.741 eV
electronic energy: -61250.1010 eV

The geometry in XYZ format:
```
27
C9H10I2O3P2S wB97M-V/def2-TZVPD
C -0.56062 3.35404 1.41798
C -0.22917 2.38621 0.26902
I 1.88363 1.99210 0.26334
C -1.07221 1.11027 0.42719
I -3.12155 1.47356 -0.11329
C -0.55938 -0.15913 -0.15771
C -0.19733 -0.46279 -1.40552
P -0.26823 0.63748 -2.86175
S -2.00260 0.80754 -3.73535
C 0.33050 -1.81989 -1.71913
O 0.20108 -2.32592 -2.81050
C 1.03252 -2.49259 -0.60042
C 0.63240 -2.23583 0.62965
P 1.41766 -3.10039 2.01462
O 0.53377 -4.01418 2.74595
C -0.46808 -1.26397 0.85592
O -1.22855 -1.33771 1.80394
H -1.43453 3.02226 1.95102
H -0.81094 4.31694 1.00096
H 0.27574 3.50942 2.07744
H -0.52362 2.89172 -0.63242
H -1.14074 0.93329 1.48510
H 0.34576 1.85351 -2.54270
H 0.63327 0.02341 -3.74343
H 1.81809 -3.18606 -0.83226
H 2.47892 -3.79080 1.39235
H 2.03420 -2.12250 2.82000
```

Okay, here come the Mulliken numbers, in e, for every atom: C -1.205; C -0.148; I 0.074; C -1.520; I 0.243; C 0.155; C 1.002; P 0.219; S -0.382; C 0.024; O -0.536; C -0.470; C 0.669; P 0.381; O -0.596; C -0.385; O -0.536; H 0.361; H 0.331; H 0.371; H 0.473; H 0.812; H 0.046; H 0.107; H 0.381; H 0.047; H 0.082